Entry 1:
A cluster of 2 separate species, C8H10NOPS in total. Source: the Open Molecules 2025 dataset; level of theory: ωB97M-V/def2-TZVPD.

CARTESIAN COORDINATES (ANGSTROEM)
1 C -1.359 -3.643 -0.707
2 C -2.110 -2.483 -0.478
3 C -0.030 -3.470 -0.967
4 C -1.630 -1.247 -0.607
5 C 0.548 -2.222 -0.959
6 C -0.235 -1.104 -0.721
7 C -0.125 1.984 1.459
8 C 0.088 3.084 2.329
9 N -0.348 1.080 0.775
10 O 1.889 3.567 -0.870
11 P 0.432 0.623 -0.880
12 S 2.239 0.382 -0.137
13 H -1.884 -4.653 -0.720
14 H -3.193 -2.488 -0.379
15 H 0.620 -4.364 -1.049
16 H -2.244 -0.319 -0.485
17 H 1.668 -2.084 -1.018
18 H 2.505 2.824 -1.165
19 H 0.998 2.704 2.923
20 H 0.532 4.059 1.812
21 H -0.681 3.405 3.037
22 H 2.319 4.368 -1.195

Values from the calculation:
maximum force: 0.083 hartree/bohr
E_LUMO: -0.176 eV
Kohn-Sham gap: 0.270 Eh
energy relative to the best compared isomer or geometry (same formula, charge and spin): 3.238 eV
E_HOMO: -0.277 Eh

=====

Entry 2:
An isolated molecule of C8H10NP. Source: the Open Molecules 2025 dataset; level of theory: ωB97M-V/def2-TZVPD.

CARTESIAN COORDINATES (ANGSTROEM)
1 C -1.773 1.534 -0.895
2 C -1.440 0.257 -0.091
3 N -1.755 -0.942 -0.852
4 P -0.765 -2.320 -0.596
5 C 0.541 -1.233 0.068
6 C 1.868 -1.495 0.425
7 C 2.612 -0.467 1.056
8 C 2.076 0.757 1.228
9 C 0.744 1.108 0.861
10 C -0.011 0.021 0.283
11 H -2.552 1.224 -1.664
12 H -0.866 2.076 -1.433
13 H -2.327 2.268 -0.217
14 H -2.162 0.295 0.822
15 H -2.691 -1.118 -1.166
16 H -0.128 -2.475 -1.958
17 H 2.172 -2.497 0.299
18 H 3.517 -0.743 1.433
19 H 2.533 1.674 1.546
20 H 0.407 2.077 0.851

Values from the calculation:
maximum force: 0.119 hartree/bohr
E_LUMO: 0.929 eV
Kohn-Sham gap: 0.326 Eh
energy relative to the best compared isomer or geometry (same formula, charge and spin): 0.000 eV
E_HOMO: -0.292 Eh

=====

Entry 3:
A structure of composition C8H10NP. Source: the Open Molecules 2025 dataset; level of theory: ωB97M-V/def2-TZVPD.

CARTESIAN COORDINATES (ANGSTROEM)
1 C -0.279 -2.575 -1.553
2 C -1.581 -2.227 -1.643
3 C 0.690 -1.699 -1.155
4 C -1.992 -0.996 -1.082
5 C 0.335 -0.479 -0.591
6 C -1.017 -0.131 -0.637
7 C 1.242 0.469 0.016
8 C 0.515 2.212 2.125
9 N 0.142 1.949 0.703
10 P -1.430 1.511 0.142
11 H 0.037 -3.534 -2.012
12 H -2.373 -2.940 -1.926
13 H 1.793 -1.927 -1.493
14 H -3.042 -0.692 -1.213
15 H 1.821 0.034 0.803
16 H 1.685 1.176 -0.599
17 H -0.193 2.902 2.568
18 H 0.545 1.466 2.907
19 H 1.317 2.806 2.322
20 H -1.523 2.334 -0.959

Values from the calculation:
maximum force: 0.080 hartree/bohr
E_LUMO: 0.821 eV
Kohn-Sham gap: 0.323 Eh
energy relative to the best compared isomer or geometry (same formula, charge and spin): 1.975 eV
E_HOMO: -0.293 Eh